Formula: C24H52N4O25S5
Source: the Open Molecules 2025 dataset
Level of theory: wB97M-V/def2-TZVPD

```
110
Properties=species:S:1:pos:R:3
C 0.126 0.150 -0.109
O -0.018 -0.983 0.365
N -0.074 1.257 0.686
N 0.349 0.402 -1.421
H 0.126 2.153 0.284
H -0.455 1.100 1.601
H 0.169 1.330 -1.757
H 0.512 -0.397 -2.002
C 2.980 2.381 4.376
O 2.813 2.992 5.424
N 4.139 1.992 3.801
N 1.900 1.807 3.743
H 4.140 1.496 2.931
H 5.008 2.404 4.097
H 1.932 1.381 2.836
H 1.112 1.726 4.357
C 1.743 -2.698 1.854
C 0.438 -3.434 2.025
O 0.768 -4.818 1.899
S 2.362 -5.080 2.091
O 2.896 -5.331 0.783
O 2.636 -6.034 3.122
O 2.696 -3.552 2.488
H 1.762 -1.703 2.286
H 1.956 -2.625 0.784
H -0.350 -3.206 1.312
H -0.012 -3.333 3.021
C 1.712 1.825 -4.488
C 0.562 2.310 -5.396
O 0.304 1.202 -6.271
S 0.697 -0.204 -5.538
O 1.233 -1.139 -6.478
O -0.348 -0.648 -4.645
O 1.867 0.437 -4.645
H 1.473 1.990 -3.433
H 2.628 2.410 -4.582
H 0.963 3.142 -5.967
H -0.329 2.546 -4.824
C -0.838 -3.412 -3.407
C -0.902 -2.860 -1.991
O -0.995 -3.991 -1.164
S -1.510 -5.332 -1.979
O -2.813 -5.683 -1.483
O -0.530 -6.370 -2.025
O -1.645 -4.589 -3.426
H 0.195 -3.612 -3.697
H -1.219 -2.732 -4.162
H -1.827 -2.307 -1.798
H -0.044 -2.203 -1.952
C 2.955 4.155 1.446
C 3.223 5.307 0.501
O 2.909 4.854 -0.804
S 2.082 3.458 -0.803
O 2.997 2.428 -1.223
O 0.827 3.521 -1.491
O 1.850 3.490 0.793
H 2.605 4.364 2.454
H 3.761 3.428 1.552
H 4.210 5.754 0.601
H 2.534 6.133 0.701
C -3.399 4.998 -0.621
C -2.596 4.054 0.290
O -2.498 2.841 -0.409
S -2.728 3.047 -2.008
O -4.017 2.523 -2.328
O -1.597 2.587 -2.780
O -2.824 4.655 -1.918
H -3.269 6.066 -0.518
H -4.437 4.665 -0.609
H -3.131 3.874 1.224
H -1.660 4.526 0.597
C -4.469 -0.962 1.751
C -5.531 -1.350 0.696
C -4.893 -2.654 0.070
O -3.646 -2.822 0.692
C -3.197 -1.588 1.185
H -4.810 -1.338 2.718
H -4.388 0.113 1.946
H -5.591 -0.583 -0.075
H -6.490 -1.505 1.184
H -4.788 -2.476 -1.004
H -5.492 -3.541 0.266
H -2.713 -0.984 0.410
H -2.464 -1.695 1.985
C -2.891 1.034 4.991
C -2.530 2.487 5.380
C -1.222 2.780 4.666
O -1.060 1.765 3.682
C -1.662 0.575 4.146
H -3.758 0.936 4.345
H -2.994 0.464 5.911
H -2.311 2.521 6.445
H -3.315 3.175 5.071
H -0.423 2.709 5.419
H -1.081 3.750 4.189
H -0.939 -0.057 4.670
H -2.096 0.034 3.306
C 4.357 -2.453 -2.943
C 4.294 -3.992 -2.909
C 2.843 -4.362 -2.498
O 2.165 -3.145 -2.289
C 2.903 -1.997 -2.685
H 4.707 -2.211 -3.944
H 5.004 -2.038 -2.172
H 5.066 -4.471 -2.309
H 4.464 -4.326 -3.935
H 2.970 -4.926 -1.577
H 2.427 -4.895 -3.354
H 2.974 -1.183 -1.964
H 2.493 -1.671 -3.643
```

SMILES: O=S1(=O)OCCO1.O=S1(=O)OCCO1.O=S1(=O)OCCO1.O=S1(=O)OCCO1.O=S1(=O)OCCO1.C1CCOC1.C1CCOC1.C1CCOC1.NC(N)=O.NC(N)=O
Frontier orbital gap in eV: 9.0
Charge: 0
Highest occupied orbital energy in eV: -9.4175


Formula: CH2FLiNiO
Source: the Open Molecules 2025 dataset
Level of theory: wB97M-V/def2-TZVPD

```
7
Properties=species:S:1:pos:R:3
C -0.118 0.800 -0.315
O 0.204 -0.273 0.773
Li 1.357 0.502 1.919
Ni -0.135 -1.910 0.206
F -0.823 -1.550 -1.387
H 0.274 0.868 -1.331
H -0.759 1.563 0.135
```

Frontier orbital gap (alpha / beta) in eV: 7.3 / 9.9
Charge: +1
Expectation value of S²: 3.7597
Highest occupied orbital energy (alpha / beta) in eV: -12.7901 / -15.8614
Spin multiplicity: 4
ΔE to the lowest compared entry with this formula, charge and spin in kcal per mole: 11.2


Formula: C38H102HgN8O10
Source: the Open Molecules 2025 dataset
Level of theory: wB97M-V/def2-TZVPD

```
159
Properties=species:S:1:pos:R:3
Hg 1.373 -1.643 3.029
C -0.498 -0.389 -0.899
C 0.768 -0.965 -0.243
C 1.948 -0.600 -1.134
O 0.906 -0.569 1.086
H -0.613 -0.756 -1.921
H -0.470 0.703 -0.926
H -1.371 -0.721 -0.330
H 0.602 -2.053 -0.206
H 2.800 -1.248 -0.899
H 2.317 0.415 -0.963
H 1.663 -0.747 -2.177
C 5.033 -3.246 1.962
C 3.606 -3.528 1.480
C 3.510 -4.884 0.750
O 2.746 -3.554 2.595
H 5.717 -2.750 1.267
H 5.494 -4.206 2.220
H 5.055 -2.678 2.895
H 3.297 -2.722 0.801
H 3.862 -5.765 1.280
H 4.117 -4.761 -0.157
H 2.484 -4.974 0.390
C -8.095 -1.707 0.728
C -7.440 -0.651 -0.146
C -5.914 -0.676 0.080
O -5.426 0.418 -0.741
C -4.249 0.920 -0.202
N -7.704 -0.952 -1.592
H -7.835 -1.604 1.788
H -7.888 -2.756 0.512
H -9.186 -1.617 0.721
H -7.885 0.302 0.154
H -5.447 -1.615 -0.221
H -5.686 -0.456 1.125
H -3.719 1.481 -0.984
H -3.590 0.255 0.361
H -4.414 1.799 0.452
H -6.973 -0.393 -2.031
H -8.589 -0.461 -1.690
C -1.106 -4.186 1.246
C -1.326 -3.210 2.396
C -2.690 -3.396 3.098
O -2.817 -2.487 4.170
C -4.141 -2.137 4.463
N -0.184 -3.370 3.351
H -1.832 -4.093 0.433
H -1.183 -5.251 1.490
H -0.114 -4.048 0.812
H -1.311 -2.186 2.012
H -2.881 -4.434 3.380
H -3.360 -3.135 2.270
H -4.721 -2.815 5.095
H -4.750 -2.020 3.556
H -4.134 -1.129 4.886
H 0.323 -4.164 2.958
H -0.509 -3.703 4.254
C -0.939 1.335 3.248
C -0.228 0.827 4.517
C -0.764 1.467 5.813
O -0.369 0.620 6.897
C -0.887 1.084 8.122
N -0.407 -0.620 4.491
H -0.999 2.425 3.274
H -1.950 0.927 3.198
H -0.356 1.055 2.374
H 0.839 1.047 4.445
H -1.834 1.691 5.885
H -0.301 2.454 5.941
H -1.979 1.026 8.227
H -0.755 2.130 8.424
H -0.459 0.447 8.893
H -0.124 -0.934 5.421
H -1.382 -0.905 4.488
C -1.357 3.192 0.273
C 0.107 3.441 -0.102
C 0.476 4.909 -0.238
O -0.242 5.435 -1.369
C 0.205 6.716 -1.745
N 0.990 2.857 0.929
H -1.628 3.754 1.169
H -1.521 2.122 0.407
H -2.030 3.539 -0.514
H 0.337 2.940 -1.050
H 1.523 4.881 -0.554
H 0.287 5.517 0.648
H 1.228 6.764 -2.135
H 0.230 7.434 -0.912
H -0.589 7.008 -2.432
H 1.952 3.007 0.635
H 0.788 1.859 0.861
C -0.799 -1.676 -6.679
C 0.561 -1.052 -6.985
C 1.712 -1.856 -6.405
O 1.573 -1.900 -5.010
C 2.541 -2.721 -4.403
N 0.683 -0.873 -8.439
H -0.943 -2.546 -7.321
H -1.553 -0.936 -6.946
H -0.874 -1.900 -5.616
H 0.596 -0.074 -6.498
H 2.671 -1.357 -6.628
H 1.837 -2.851 -6.857
H 2.603 -3.724 -4.842
H 2.483 -2.787 -3.321
H 3.546 -2.344 -4.646
H 1.664 -0.618 -8.531
H 0.519 -1.706 -8.990
C 3.311 4.021 -3.218
C 3.403 2.770 -2.309
C 4.714 1.967 -2.588
O 4.830 1.593 -3.953
C 3.869 0.669 -4.438
N 3.485 3.126 -0.885
H 2.573 3.687 -3.947
H 4.210 4.233 -3.798
H 2.997 4.919 -2.690
H 2.493 2.215 -2.532
H 4.803 1.116 -1.903
H 5.523 2.670 -2.385
H 4.029 -0.385 -4.190
H 3.945 0.850 -5.509
H 2.872 0.884 -4.043
H 3.911 2.279 -0.515
H 4.121 3.885 -0.672
C 3.458 -1.135 7.134
C 2.767 -0.799 5.796
C 3.682 -0.149 4.753
O 3.209 -0.284 3.373
C 3.863 0.648 2.552
N 2.241 -2.070 5.249
H 4.131 -1.988 7.092
H 2.591 -1.218 7.789
H 4.055 -0.285 7.480
H 1.934 -0.139 6.044
H 4.607 -0.725 4.638
H 3.848 0.873 5.096
H 3.862 1.667 2.955
H 3.425 0.622 1.556
H 4.939 0.431 2.486
H 3.013 -2.577 4.807
H 1.947 -2.614 6.053
C -3.795 -0.155 -3.775
C -3.318 1.219 -4.215
C -1.866 1.516 -3.846
O -1.325 2.677 -4.472
C 0.073 2.754 -4.355
N -3.532 1.390 -5.654
H -4.851 -0.128 -4.046
H -3.672 -0.313 -2.703
H -3.336 -1.013 -4.270
H -3.812 1.926 -3.539
H -1.208 0.689 -4.164
H -1.664 1.607 -2.771
H 0.350 2.823 -3.297
H 0.392 3.683 -4.825
H 0.617 1.923 -4.816
H -2.712 0.920 -6.050
H -3.254 2.318 -5.975
```

Frontier orbital gap in eV: 7.5
Charge: 0
Highest occupied orbital energy in eV: -7.1659
ΔE to the lowest compared entry with this formula, charge and spin in kcal per mole: 0.0


Formula: C2H2InLiO2
Source: the Open Molecules 2025 dataset
Level of theory: wB97M-V/def2-TZVPD

```
8
Properties=species:S:1:pos:R:3
O 0.641 -1.133 -0.400
C -0.377 -0.635 0.383
C -0.376 0.716 0.524
O 0.679 1.399 0.018
Li -0.071 -0.440 -2.025
In 2.020 0.074 0.089
H -1.266 -1.252 0.531
H -1.250 1.270 0.881
```

Frontier orbital gap (alpha / beta) in eV: 8.3 / 6.4
Charge: +2
Highest occupied orbital energy (alpha / beta) in eV: -20.5106 / -19.3235
ΔE to the lowest compared entry with this formula, charge and spin in kcal per mole: 23.2